Entry from the Open Molecules 2025 dataset: C7H7N3O2 in the gas phase (ωB97M-V with the def2-TZVPD basis set).

Its SMILES is O=C(/C=N/O)Nc1cccnc1. For the total energy, the calculation gives -15933.0729 eV.

```
! wB97M-V def2-TZVPD RIJCOSX def2/J DEFGRID3
* xyz 0 1
O 3.1490 -1.6004 -0.2614
C 2.1538 -0.9133 -0.0657
C 2.3623 0.5312 -0.2376
N 1.3734 1.3813 0.1404
O 1.7796 2.6558 -0.0892
N 0.8748 -1.5368 0.0122
C -0.3785 -0.9155 -0.0487
C -1.0928 -0.5471 1.1428
C -2.2900 0.0244 0.9451
C -2.6971 0.3705 -0.3359
N -2.0205 0.0533 -1.3731
C -0.8994 -0.5473 -1.3003
H 3.3300 0.7529 -0.3940
H 0.9387 3.2170 0.2368
H 1.0601 -2.1463 0.6352
H -0.5335 -1.0042 2.0334
H -2.8410 0.1220 1.6996
H -3.8156 0.8405 -0.5631
H -0.4533 -0.7382 -2.1765
*
```

Entry from the Open Molecules 2025 dataset: 2 unconnected molecules or ions with the total composition C7H7N3O2S (ωB97M-V with the def2-TZVPD basis set).

For the total energy, the calculation gives -26768.6299 eV.

```
! wB97M-V def2-TZVPD RIJCOSX def2/J DEFGRID3
* xyz 0 1
C -1.3517 -2.2801 0.3569
C -0.9193 -3.2993 -0.4783
C -1.0186 -0.9889 0.0100
C -0.1637 -2.9985 -1.6443
C -0.3831 -0.7655 -1.2349
C 1.1621 2.1705 -0.4842
C 1.8202 3.3813 -0.1499
N 0.1427 -1.7556 -1.9761
N 0.5416 1.3458 -1.0418
N -0.1026 0.4915 -1.6383
O 0.3465 2.2943 3.3270
O -1.0790 0.5333 2.7106
S -0.9672 1.9312 2.9355
H -1.9888 -2.5103 1.2347
H -0.9720 -4.3625 -0.2662
H -1.2571 -0.3406 0.7497
H 0.3109 -3.7566 -2.2209
H 1.1022 4.2354 -0.4244
H 2.8273 3.3702 -0.6816
H 1.9497 3.3045 0.9165
*
```

Entry from the Open Molecules 2025 dataset: 2 unconnected molecules or ions with the total composition C7H7NO3 (ωB97M-V with the def2-TZVPD basis set).

Its SMILES is CC#[N+][O-].O=Cc1ccco1. For the total energy, the calculation gives -15001.2112 eV.

```
! wB97M-V def2-TZVPD RIJCOSX def2/J DEFGRID3
* xyz 0 1
C -1.5164 -1.9865 0.1612
C -1.9987 -0.6852 0.5490
N -2.6682 0.2401 0.7404
O -3.1855 1.2810 1.0049
H -1.2813 -1.9761 -0.9055
H -2.2732 -2.7447 0.3602
H -0.6108 -2.2318 0.7180
O -0.7613 -0.0286 -2.1937
C -0.4440 0.8464 -1.4232
C 0.7271 0.8111 -0.5784
C 1.7253 -0.1331 -0.4499
C 2.5986 0.3534 0.5375
C 2.0747 1.5508 0.9422
O 0.9571 1.8338 0.2789
H -1.0404 1.7692 -1.3092
H 1.8106 -1.0420 -1.0097
H 3.4877 -0.1190 0.9011
H 2.3989 2.2612 1.6759
*
```

Number 1: Kohn-Sham gap 0.3344 Ha. Number 2: Kohn-Sham gap 0.2295 Ha. Number 3: Kohn-Sham gap 0.3411 Ha.